1.
DFT (wB97M-V/def2-TZVPD) results for a structure of composition C34H48BrKN6O3S4Si2Te.

Geometry as XYZ:
```
100
Properties=species:S:1:pos:R:3:mulliken_charge:R:1
K 0.41515 -2.65383 -1.02088 0.884
S -0.09047 -0.50047 1.74958 -0.015
C -1.18101 -1.60292 2.40195 -0.656
N -1.00408 -2.29322 3.48151 -0.725
N -2.11026 -3.13407 3.80057 0.093
C -3.02722 -2.67466 4.71332 0.531
C -3.21309 -1.30273 4.93340 -0.233
C -4.19434 -0.86734 5.80658 -0.639
C -5.01233 -1.76016 6.48408 -0.523
C -4.82444 -3.12338 6.27381 -0.346
C -3.84991 -3.57875 5.40953 -0.674
N -2.48255 -1.67361 1.76814 0.299
N -2.49894 -2.40063 0.77575 -0.086
C -3.79676 -2.48153 0.15677 -0.109
C -3.80464 -2.99008 -1.13231 -0.021
C -5.01303 -3.09998 -1.80994 -0.354
C -6.19293 -2.71144 -1.19446 -0.588
C -6.17211 -2.21097 0.10561 -0.542
C -4.97615 -2.09114 0.79021 -0.352
H -1.78591 -4.07461 3.96704 0.235
H -2.58034 -0.60099 4.40872 0.439
H -4.31984 0.19919 5.95794 0.350
H -5.78013 -1.40619 7.16071 0.353
H -5.44760 -3.84627 6.78916 0.341
H -3.71727 -4.64295 5.24612 0.296
H -2.86759 -3.30726 -1.57548 0.234
H -5.02976 -3.50603 -2.81326 0.453
H -7.13627 -2.80667 -1.72029 0.337
H -7.09887 -1.92178 0.58873 0.355
H -4.93388 -1.71394 1.80291 0.537
C -5.37509 0.94333 -1.76883 0.219
C -4.53327 1.62394 -0.70023 -0.991
S -2.95085 0.78423 -0.41044 0.328
C -1.70710 2.01463 -0.81303 -0.139
C -1.51518 2.34197 -2.28781 -0.959
S -0.92984 0.93452 -3.27683 0.177
C -2.31178 0.59210 -4.38514 -1.005
C -3.57500 -0.01293 -3.78097 0.299
S -4.85521 1.24602 -3.47071 -0.241
H -6.40405 1.31263 -1.72121 0.437
H -5.42716 -0.13334 -1.59203 -0.528
H -5.09301 1.61742 0.23930 0.496
H -4.35631 2.66853 -0.96558 0.374
H -0.80095 1.55879 -0.40575 -0.614
H -1.87604 2.93383 -0.24386 0.474
H -0.76795 3.13472 -2.37748 0.538
H -2.44324 2.70567 -2.73226 0.410
H -1.87964 -0.11818 -5.09452 0.320
H -2.55592 1.48785 -4.96261 0.343
H -3.35277 -0.52482 -2.84625 -0.505
H -3.99046 -0.74314 -4.47676 0.502
Br 8.24179 -2.52952 1.45981 -0.248
C 6.42272 -1.96497 1.49468 0.151
C 5.97577 -1.18992 2.55017 -0.302
N 4.71922 -0.77349 2.64108 -0.629
C 3.87663 -1.09370 1.66038 0.021
C 4.25126 -1.85212 0.55115 0.146
C 5.55441 -2.31880 0.47855 -0.676
C 3.28978 -2.13760 -0.59874 0.454
O 3.50578 -3.14859 -1.28628 -0.807
O 2.36738 -1.29950 -0.76062 -0.392
H 6.65678 -0.90420 3.34546 0.351
H 2.85249 -0.75100 1.75499 0.754
H 5.85347 -2.93780 -0.35678 0.557
C 3.65637 5.97236 1.33176 -1.072
Si 3.22402 4.12247 1.30481 0.208
C 4.80195 3.15893 1.67027 -0.712
C 1.93029 3.78341 2.62615 -0.891
C 2.51066 3.65348 -0.36053 -0.975
Te 2.23193 1.50627 -0.46625 0.108
C 4.15399 1.17980 -1.34603 -0.458
Si 4.11797 0.87685 -3.20136 0.188
C 5.83936 0.28537 -3.71560 -1.144
C 2.85496 -0.39150 -3.75251 -0.556
C 3.73699 2.53798 -4.02085 -1.034
H 4.02636 6.28187 2.31229 0.276
H 2.78439 6.58504 1.09426 0.297
H 4.43222 6.19939 0.59654 0.283
H 5.25810 3.54496 2.58594 0.380
H 5.53761 3.26001 0.86958 0.300
H 4.60226 2.09513 1.81559 0.012
H 2.32157 3.97488 3.62824 0.320
H 1.59961 2.74387 2.59574 0.254
H 1.05109 4.41626 2.48462 0.279
H 3.10011 3.97010 -1.22314 0.473
H 1.51323 4.08778 -0.47821 0.388
H 4.63388 0.36845 -0.79905 0.188
H 4.72153 2.08717 -1.12431 0.403
H 6.04504 -0.68494 -3.25899 0.309
H 6.62307 0.97795 -3.40087 0.319
H 5.91419 0.16258 -4.79907 0.315
H 3.04022 -1.36852 -3.30582 0.288
H 2.90024 -0.49183 -4.84200 0.447
H 1.84294 -0.08958 -3.47973 -0.179
H 4.47985 3.29678 -3.76166 0.292
H 2.75790 2.89240 -3.69096 0.231
H 3.70954 2.45172 -5.10965 0.333
O -2.49848 -6.25487 -2.50894 -0.749
C -1.68857 -5.37651 -2.30765 0.516
N -0.90649 -4.50368 -2.12903 -0.822
```

- LUMO energy: 0.1281 hartree
- Calculated total energy: -203882.2107 eV
- Frontier orbital gap: 6.22 eV
- Highest occupied orbital energy: -2.74 eV
- Charge: -2



2.
DFT (wB97M-V/def2-TZVPD) results for an isolated molecule of C2H6N4 at a distorted geometry.

Geometry as XYZ:
```
12
Properties=species:S:1:pos:R:3:mulliken_charge:R:1
H -2.03233 -2.46375 0.17919 0.211
N -1.19116 -2.33697 -0.47704 -0.551
C -0.58846 -1.25205 -0.42188 -0.015
N -0.51535 -0.10731 0.37003 -0.315
C 0.42724 0.96652 0.17595 0.492
N 1.79555 0.55883 0.07971 -0.531
N 0.01899 2.13928 0.08856 -0.652
H -0.97138 2.25560 0.07557 0.248
H 0.13783 -1.11063 -1.20169 0.349
H -1.28059 0.02818 0.97568 0.202
H 2.02577 -0.21480 0.72665 0.262
H 2.33178 1.44167 0.29141 0.300
```

- LUMO energy: 0.0290 hartree
- Calculated total energy: -8131.0128 eV
- Frontier orbital gap: 10.33 eV
- Structure (SMILES): [H]/N=C\N/C(N)=N\[H]
- Highest occupied orbital energy: -9.54 eV



3.
DFT (wB97M-V/def2-TZVPD) results for a cluster of 2 separate species, C2H8N3O2 in total at a distorted geometry.

Geometry as XYZ:
```
15
Properties=species:S:1:pos:R:3:mulliken_charge:R:1
C -1.65460 -0.32543 -0.12679 0.728
C 2.33210 -0.40467 0.27866 0.139
N -2.62275 0.60513 -0.10424 -0.395
N -0.46002 -0.00287 -0.46437 -0.316
N 2.26425 0.94882 0.41005 -0.333
O -2.06128 -1.55935 0.16820 -0.454
O 1.54558 -1.27738 -0.12648 -0.618
H 3.14811 -0.77997 0.80189 0.382
H -2.27192 1.60442 -0.17155 0.223
H -3.48772 0.47322 0.33262 0.269
H -0.39122 0.89697 -0.93898 0.222
H 1.82971 1.58087 -0.25868 0.214
H -1.52098 -2.31119 -0.13378 0.378
H 3.08661 1.30235 0.71882 0.259
H 0.26412 -0.75092 -0.38537 0.300
```

- LUMO energy: -0.1199 hartree
- Calculated total energy: -10762.8707 eV
- Frontier orbital gap: 11.58 eV
- Highest occupied orbital energy: -14.84 eV
- Charge: +1



4.
DFT (wB97M-V/def2-TZVPD) results for an isolated molecule of C5H7N3OS at a distorted geometry.

Geometry as XYZ:
```
17
Properties=species:S:1:pos:R:3:mulliken_charge:R:1
N -1.58668 2.68659 -0.59613 -0.494
C -1.06382 1.49350 -0.29779 0.341
N 0.19695 1.34035 -0.07643 -0.619
C 0.79167 0.08202 0.10927 0.043
C 1.16600 -0.38512 1.41608 -0.981
C 1.80840 -1.56502 1.45853 -0.490
S 1.91851 -2.14698 -0.17142 -0.128
C 1.14728 -0.78758 -0.78053 0.140
N -1.94247 0.43468 -0.44165 -0.183
O -3.25971 0.80758 -0.22341 -0.473
H -2.55216 2.85283 -0.10675 0.319
H -0.98558 3.55118 -0.35222 0.293
H 1.13945 0.03617 2.21913 0.676
H 2.31491 -2.16385 2.01440 0.634
H 1.07049 -0.66873 -2.04275 0.207
H -1.82099 -0.47586 0.33456 0.313
H -3.55635 0.50116 -1.17025 0.401
```

- LUMO energy: 0.0226 hartree
- Calculated total energy: -22646.7138 eV
- Frontier orbital gap: 8.74 eV
- Structure (SMILES): N/C(=N/c1ccsc1)NO
- Highest occupied orbital energy: -8.13 eV



5.
DFT (wB97M-V/def2-TZVPD) results for a cluster of 2 separate species, C4H4Cl2S in total at a distorted geometry.

Geometry as XYZ:
```
11
Properties=species:S:1:pos:R:3:mulliken_charge:R:1
C -2.38064 0.71709 -0.84842 -0.762
C 2.14882 -0.88800 1.01732 -0.186
C -1.29472 0.31300 -0.20355 0.399
C 1.84307 -0.32183 -0.12541 -0.079
S -0.53114 -1.13611 -0.68709 -0.241
Cl -0.73558 1.13573 1.24820 -0.179
Cl 2.17453 0.74266 -1.20388 -0.078
H -2.97725 1.52144 -0.49888 0.292
H -2.75015 0.06035 -1.55201 0.293
H 3.12842 -0.66949 1.51103 0.242
H 1.37463 -1.47483 1.34270 0.300
```

- LUMO energy (alpha / beta): -0.0379 / -0.0378 hartree
- Calculated total energy: -40088.7104 eV
- Frontier orbital gap (alpha / beta): 7.24 / 7.25 eV
- Highest occupied orbital energy (alpha / beta): -8.28 / -8.28 eV



6.
DFT (wB97M-V/def2-TZVPD) results for an isolated molecule of C11H20N2O at a distorted geometry.

Geometry as XYZ:
```
34
Properties=species:S:1:pos:R:3:mulliken_charge:R:1
C -3.53936 1.32748 0.87450 -1.502
C -2.40899 0.38013 0.34334 0.632
C -2.58980 -1.04727 0.92159 -1.417
C -1.05639 1.00836 0.58928 0.434
O -0.81170 1.60007 1.69239 -0.665
N 0.02691 0.68187 -0.25642 0.351
C -0.04271 0.18859 -1.66380 -0.964
C 1.43237 0.12884 -2.08995 0.067
C 2.22396 -1.14428 -1.63463 -0.981
C 1.83846 -1.49817 -0.20239 -0.399
N 1.94432 -0.32600 0.65940 0.021
C 1.52702 -0.53362 2.05680 -1.045
C 1.37484 0.93903 0.11951 -0.604
C 2.02828 1.23315 -1.19998 -1.504
H -3.41138 2.30944 0.37869 0.363
H -3.38388 1.49504 1.94282 0.311
H -4.53411 0.95234 0.68012 0.421
H -2.55778 0.23033 -0.70165 0.290
H -2.25480 -1.04234 1.96921 0.270
H -3.60107 -1.38169 0.84080 0.483
H -2.03264 -1.79458 0.38125 0.289
H -0.50109 -0.77962 -1.73165 0.440
H -0.59071 0.80485 -2.39693 0.397
H 1.57947 0.28445 -3.18354 0.455
H 1.99066 -2.01485 -2.26670 0.360
H 3.31530 -1.04882 -1.61297 0.370
H 0.82620 -1.94060 -0.21602 0.053
H 2.48238 -2.29317 0.19061 0.483
H 1.33508 0.36917 2.65689 0.318
H 0.63330 -1.14501 2.12475 0.283
H 2.35814 -1.01958 2.57641 0.357
H 1.49393 1.71622 0.85440 0.683
H 3.09154 1.14241 -1.13404 0.542
H 1.81423 2.21784 -1.56212 0.407
```

- LUMO energy: 0.0289 hartree
- Calculated total energy: -16759.0312 eV
- Frontier orbital gap: 8.97 eV
- Structure (SMILES): CC(C)C(=O)N1C[C@@H]2CCN(C)[C@H]1C2
- Highest occupied orbital energy: -8.18 eV



What are the energy relative to the best compared isomer or geometry (same formula, charge and spin) values for these records? In order: 127.9; 104.2; 76.5; 477.5; 306.1; 19.1 kJ/mol.